[1]
{"formula": "C19H36O8", "method": "ωB97M-V with the def2-TZVPD basis set", "charge": 0, "lumo_energy_ev": 0.05, "smiles": "C[C@H]1COC(=O)O1.CC(C)=O.CC(C)=O.CC(C)=O.CC(C)=O.CC(C)=O", "e_tot_ev": -36646.321, "homo_lumo_gap_ev": 8.73, "elements": ["C", "C", "C", "O", "C", "O", "O", "H", "H", "H", "H", "H", "H", "C", "C", "O", "C", "H", "H", "H", "H", "H", "H", "C", "C", "O", "C", "H", "H", "H", "H", "H", "H", "C", "C", "O", "C", "H", "H", "H", "H", "H", "H", "C", "C", "O", "C", "H", "H", "H", "H", "H", "H", "C", "C", "O", "C", "H", "H", "H", "H", "H", "H"], "xyz": [[-1.470162, 2.203643, 1.121543], [-0.273602, 1.233473, 1.317823], [0.581858, 0.940333, 0.097443], [1.916008, 1.231223, 0.563283], [1.878488, 1.660223, 1.790153], [2.897028, 1.849723, 2.477173], [0.625368, 1.858543, 2.191603], [-1.865342, 2.396733, 2.118853], [-2.255382, 1.794203, 0.486003], [-1.113552, 3.172313, 0.771413], [-0.614042, 0.369323, 1.888303], [0.253718, 1.563923, -0.734177], [0.529278, -0.109417, -0.191267], [-1.181872, -1.388537, -1.223697], [-1.837152, -0.112857, -1.301047], [-1.452452, 0.799803, -0.591777], [-2.998632, 0.032353, -2.316747], [-0.684442, -1.692547, -2.144697], [-1.907262, -2.115187, -0.857787], [-0.509532, -1.406027, -0.365927], [-3.878612, -0.555617, -2.055947], [-2.738842, -0.268717, -3.331627], [-3.275202, 1.077843, -2.452957], [3.604038, -0.063397, 1.123673], [3.730028, -0.540597, -0.263567], [4.727608, -1.147787, -0.612457], [2.487588, -0.346087, -1.085497], [2.788878, -0.523707, 1.682013], [3.587208, 1.026243, 1.146153], [4.557648, -0.394737, 1.534693], [2.781198, -0.429917, -2.131857], [2.112898, 0.661343, -0.904457], [1.666078, -1.009747, -0.815727], [-3.438632, 1.143753, 2.036853], [-2.397642, 0.044533, 2.137883], [-1.504172, 0.175343, 2.946873], [-2.441592, -1.190647, 1.289503], [-3.223862, 1.874703, 2.816393], [-4.464042, 0.808193, 2.191853], [-3.412342, 1.613923, 1.053823], [-3.446942, -1.549837, 1.069653], [-2.045432, -2.018527, 1.877533], [-1.938622, -1.041887, 0.333993], [1.393358, -2.607207, 0.065903], [0.744578, -1.754307, 1.137663], [-0.146292, -0.936987, 0.858963], [1.297248, -1.811467, 2.539973], [1.258298, -3.656267, 0.329193], [2.449748, -2.342057, 0.108853], [0.887908, -2.378307, -0.872287], [2.344358, -1.515997, 2.606093], [0.934758, -2.657007, 3.124583], [0.820168, -1.009517, 3.103333], [0.898818, -0.253637, -2.449257], [-0.122752, 0.685413, -3.052457], [-0.931702, 0.246243, -3.842357], [0.044388, 2.178833, -2.926807], [0.755118, -0.273037, -1.368947], [1.927248, 0.036483, -2.664377], [0.741248, -1.299427, -2.713067], [0.900138, 2.513323, -3.513237], [0.276788, 2.465863, -1.901287], [-0.828962, 2.743153, -3.253777]], "forces_ev_per_a": [[1.939, 1.516, 1.074], [-0.196, 2.492, -1.049], [-0.503, 2.754, 0.798], [-2.509, 1.839, -0.295], [1.201, 2.221, 3.775], [-3.370, 0.856, -0.749], [1.890, 0.921, 1.592], [0.877, 0.443, -0.477], [1.849, 1.725, 0.545], [0.181, 0.051, -0.463], [2.259, 1.911, -1.965], [1.285, 0.043, 0.816], [0.321, 2.919, 0.559], [-0.472, -3.246, -1.454], [-1.800, 0.964, -2.267], [-1.949, -1.671, -3.760], [-0.066, 0.436, 0.250], [-1.249, -0.197, 0.073], [-0.308, -0.607, -1.173], [-0.799, -0.127, -2.440], [0.012, 0.000, 0.492], [0.227, -0.418, 0.487], [-0.102, 0.082, 0.450], [3.545, -1.296, 0.059], [-0.519, -0.966, 0.860], [-0.318, 0.249, -0.825], [6.045, 0.005, 1.340], [0.670, 0.960, -0.732], [1.356, -1.407, 0.031], [0.006, -0.044, 0.688], [2.072, -1.535, 1.932], [1.703, -1.132, -1.620], [2.879, 0.380, -0.056], [-2.212, -0.957, 0.637], [-2.440, -0.607, 1.360], [-2.291, -1.285, 2.550], [-1.720, -0.477, 0.466], [-0.401, -0.208, -0.178], [-0.055, -0.673, 0.166], [-1.432, -0.483, 0.957], [-0.493, 0.578, -0.068], [0.544, 0.143, -0.214], [-1.201, -0.277, 2.179], [-0.765, -0.615, 1.203], [-0.327, 0.206, 0.832], [3.599, -6.421, 5.292], [-1.262, 0.971, 0.791], [0.068, -0.121, 0.038], [-0.080, -0.757, -0.264], [0.596, -0.864, 0.018], [-0.130, -1.501, 0.288], [0.675, -0.603, -0.363], [-0.247, 0.343, -0.157], [-3.843, 1.301, -3.109], [1.045, -0.622, -2.025], [-0.035, 0.216, -0.523], [0.127, 0.451, 0.602], [-1.008, 0.872, -3.290], [-3.201, 1.046, -1.940], [0.348, 0.382, -1.006], [0.082, -0.204, -0.202], [-0.047, 0.365, -0.470], [-0.050, -0.323, -0.067]]}


[2]
{"formula": "C48H88N16O4S", "method": "ωB97M-V with the def2-TZVPD basis set", "charge": 6, "lumo_energy_ev": -8.98, "e_above_lowest_kj_mol": 494.1, "e_tot_ev": -94008.532, "homo_lumo_gap_ev": 4.22, "elements": ["S", "O", "O", "O", "O", "C", "C", "N", "C", "C", "N", "C", "C", "H", "H", "H", "H", "H", "H", "H", "H", "H", "H", "H", "C", "C", "N", "C", "C", "N", "C", "C", "H", "H", "H", "H", "H", "H", "H", "H", "H", "H", "H", "C", "C", "N", "C", "C", "N", "C", "C", "H", "H", "H", "H", "H", "H", "H", "H", "H", "H", "H", "C", "C", "N", "C", "C", "N", "C", "C", "H", "H", "H", "H", "H", "H", "H", "H", "H", "H", "H", "C", "C", "N", "C", "C", "N", "C", "C", "H", "H", "H", "H", "H", "H", "H", "H", "H", "H", "H", "C", "C", "N", "C", "C", "N", "C", "C", "H", "H", "H", "H", "H", "H", "H", "H", "H", "H", "H", "C", "C", "N", "C", "C", "N", "C", "C", "H", "H", "H", "H", "H", "H", "H", "H", "H", "H", "H", "C", "C", "N", "C", "C", "N", "C", "C", "H", "H", "H", "H", "H", "H", "H", "H", "H", "H", "H"], "xyz": [[8.782830, -26.924290, 2.401790], [10.067950, -27.336300, 1.816750], [8.968270, -26.977550, 3.813350], [8.612610, -25.514150, 1.955810], [7.619380, -27.757320, 1.993940], [12.765550, -26.768530, -3.565560], [12.748400, -25.257450, -3.550150], [11.406950, -24.942920, -3.971740], [11.011160, -24.523930, -5.270380], [9.644470, -24.557570, -5.259890], [9.235120, -25.151990, -4.060670], [10.310470, -25.208100, -3.220510], [7.835180, -25.614030, -3.792000], [12.126010, -27.187550, -4.342410], [12.377670, -27.225580, -2.655200], [13.799700, -27.057540, -3.752920], [13.554060, -24.809670, -4.131960], [12.992120, -24.898630, -2.550180], [11.707720, -24.396680, -6.085870], [8.890210, -24.275530, -5.979580], [10.222840, -25.703650, -2.264910], [7.654460, -25.676900, -2.718930], [7.668620, -26.629100, -4.152530], [7.157600, -25.041310, -4.425250], [15.559180, -18.556130, 6.298210], [15.272080, -19.903750, 6.892670], [14.434040, -20.766280, 6.031750], [13.132960, -21.135870, 6.267690], [12.892160, -22.214310, 5.418380], [13.972340, -22.394320, 4.542260], [14.907700, -21.503180, 4.923590], [14.148950, -23.451150, 3.510330], [14.631920, -18.013720, 6.482800], [15.648570, -18.656820, 5.216560], [16.425270, -18.259480, 6.889800], [14.735860, -19.775070, 7.832880], [16.106330, -20.500320, 7.261760], [12.608220, -20.617820, 7.056790], [12.123470, -22.959640, 5.277010], [15.896070, -21.443370, 4.492390], [15.109560, -23.264890, 3.030090], [13.400740, -23.413400, 2.718590], [14.147740, -24.458000, 3.927890], [13.546350, -29.044500, 8.268180], [13.755150, -30.311450, 7.463170], [14.637670, -30.163370, 6.298040], [14.199590, -29.827480, 5.029420], [15.211720, -30.020600, 4.147270], [16.356750, -30.371760, 4.900800], [15.951230, -30.431470, 6.209830], [17.679600, -30.530500, 4.320080], [13.140350, -29.138480, 9.275380], [12.954110, -28.334840, 7.690480], [14.393520, -28.413380, 8.536660], [12.786310, -30.680630, 7.126790], [14.160600, -31.108500, 8.086400], [13.216890, -29.473180, 4.755210], [15.131570, -29.901460, 3.076860], [16.647510, -30.709850, 6.987060], [18.137530, -31.395640, 4.799600], [18.226570, -29.676200, 4.718980], [17.726760, -30.508000, 3.231340], [11.980300, -17.144190, 1.799920], [10.428600, -17.026650, 2.198120], [9.538780, -17.424630, 1.161820], [8.926890, -16.704240, 0.147500], [8.154440, -17.467350, -0.696660], [8.345920, -18.744070, -0.128480], [9.180320, -18.713130, 0.925530], [7.632120, -20.012420, -0.572290], [12.309250, -16.681100, 0.869630], [12.382390, -18.156350, 1.844010], [12.537920, -16.497660, 2.477540], [10.315500, -16.029890, 2.624470], [10.167540, -17.698880, 3.015470], [9.131140, -15.643890, 0.165540], [7.623990, -17.425600, -1.636490], [9.499760, -19.650430, 1.356600], [8.225660, -20.911430, -0.406180], [7.228500, -19.943140, -1.582440], [6.753930, -20.129630, 0.062650], [8.105530, -25.246210, 11.056450], [8.373730, -25.930440, 12.326980], [8.056700, -25.113010, 13.456360], [6.886380, -24.415910, 13.735220], [6.885920, -23.797500, 14.930230], [8.198990, -24.125430, 15.480430], [8.917700, -24.822780, 14.530890], [8.692750, -23.907520, 16.858090], [8.459210, -25.842790, 10.215560], [8.583830, -24.280320, 10.894100], [7.031810, -25.095320, 10.944830], [9.451410, -26.085810, 12.377720], [7.768880, -26.836910, 12.302340], [6.196790, -24.354810, 12.906290], [6.257340, -23.090520, 15.451280], [9.764160, -25.413530, 14.848590], [9.752950, -23.669020, 16.773400], [8.519700, -24.829720, 17.412810], [8.176390, -23.028560, 17.243940], [4.870650, -21.501950, 5.546400], [5.532690, -22.835110, 5.137910], [4.418750, -23.867080, 5.083750], [3.550730, -24.274270, 6.132680], [2.812130, -25.296530, 5.656720], [3.231070, -25.632030, 4.367030], [4.215980, -24.670520, 4.024160], [2.613900, -26.691500, 3.489050], [4.645940, -21.334430, 6.599750], [3.906080, -21.365560, 5.057410], [5.447840, -20.634590, 5.226020], [6.403520, -23.001800, 5.771920], [5.962340, -22.838320, 4.136170], [3.499170, -23.855530, 7.126860], [2.061240, -25.909300, 6.133260], [4.777000, -24.710860, 3.102180], [1.524940, -26.656840, 3.456360], [3.193410, -27.609260, 3.588990], [2.969860, -26.399090, 2.501180], [3.725470, -35.002410, 7.809290], [3.402850, -34.513490, 6.394630], [4.333190, -33.511870, 5.905600], [4.426490, -32.166050, 6.210610], [5.624890, -31.746240, 5.671140], [6.356910, -32.805770, 5.097470], [5.541870, -33.900620, 5.300710], [7.749400, -32.877960, 4.727940], [3.573670, -34.208800, 8.540900], [4.734190, -35.389560, 7.953170], [3.077220, -35.822350, 8.118410], [2.399260, -34.089210, 6.424800], [3.492960, -35.399100, 5.765620], [3.611180, -31.696650, 6.741020], [6.062330, -30.768020, 5.805770], [5.853160, -34.885090, 4.983980], [7.658630, -33.158400, 3.678550], [8.207820, -33.670130, 5.319900], [8.268670, -31.929900, 4.868040], [4.497540, -31.833160, -2.369420], [5.627820, -31.620920, -1.353800], [6.693720, -32.575690, -1.559760], [6.681890, -33.987920, -1.391250], [7.885280, -34.420880, -1.986700], [8.774160, -33.313160, -2.126370], [7.989540, -32.205730, -1.940810], [10.145740, -33.257020, -2.576520], [4.859210, -31.976680, -3.387610], [3.722750, -31.067330, -2.333220], [3.999580, -32.792010, -2.225550], [5.150740, -31.683500, -0.375760], [6.006520, -30.599430, -1.389180], [5.803420, -34.494680, -1.019920], [8.140970, -35.456160, -2.157710], [8.340950, -31.195020, -2.086990], [10.516200, -32.239690, -2.702560], [10.213590, -33.795340, -3.521880], [10.868770, -33.646410, -1.859800]], "forces_ev_per_a": [[0.555, 0.973, -2.407], [0.905, -1.444, -1.407], [-0.362, -0.127, 4.315], [-1.147, 0.949, -0.190], [-0.057, -0.169, -0.327], [0.985, -0.815, -0.126], [0.514, -0.736, 0.751], [-1.671, 1.810, -0.399], [-0.639, -0.614, 1.670], [-0.004, -1.198, 0.435], [0.455, 1.317, 0.477], [-0.763, -1.111, -2.650], [0.666, -0.301, -0.358], [0.292, 0.219, -0.375], [0.304, 0.232, 0.260], [-0.138, -0.573, 0.204], [-0.651, 0.016, -0.714], [-0.620, 0.164, 0.142], [0.026, 0.413, 0.294], [0.316, -0.164, -0.196], [0.479, 0.282, 0.244], [-0.191, 0.686, -0.134], [0.654, -0.161, -0.138], [-0.032, 0.482, 0.713], [-0.638, -0.961, 0.302], [-0.530, -0.918, 0.744], [0.974, -1.719, -2.895], [0.914, -1.755, -0.993], [-0.209, 0.078, -0.592], [0.258, 1.359, 1.866], [-1.022, 0.605, 1.975], [0.284, 0.341, -0.241], [0.495, 0.767, 0.007], [0.774, 0.367, 0.125], [-0.059, 1.026, -0.704], [-0.448, 0.006, -0.130], [0.410, 0.038, -0.751], [-0.304, -0.479, -0.111], [-0.537, 0.545, 0.390], [-0.033, 0.188, 0.164], [0.005, -0.056, 0.156], [-0.239, 0.275, 0.368], [-0.057, 0.279, 0.317], [0.129, 1.623, 0.089], [0.225, -0.223, 1.180], [0.568, 0.383, -0.842], [0.055, -0.367, -0.601], [0.497, 0.185, 1.306], [-3.361, 0.378, -0.007], [0.712, -0.359, -1.775], [1.048, 0.466, 1.710], [-0.638, -0.766, -0.346], [-0.478, -0.147, 0.093], [0.903, -0.594, -0.527], [0.177, 0.069, -0.300], [0.184, 0.043, -0.076], [-0.165, -0.238, 0.483], [0.572, -0.051, 0.116], [-0.344, -0.001, 0.222], [0.059, -0.217, -0.627], [0.390, 0.050, -0.427], [-0.472, -0.298, 0.294], [-0.702, 0.542, 0.623], [2.902, -0.105, 0.735], [-2.125, -1.910, -2.640], [0.112, 1.949, -0.154], [1.757, -1.744, 2.353], [-0.210, -1.232, -0.588], [-0.901, 0.499, -1.123], [-0.318, 0.716, 0.887], [-0.842, -0.217, -0.478], [-0.214, 0.011, 0.028], [-0.068, -0.368, 0.568], [-0.747, 0.102, -0.730], [0.491, 0.005, 0.159], [-0.259, 0.021, -0.357], [-0.041, 0.733, 0.294], [0.120, 0.412, 0.550], [0.343, 0.346, -0.281], [0.625, 0.235, -0.037], [0.014, 0.166, 0.106], [-0.602, 0.997, -1.928], [0.880, -0.257, -0.329], [1.130, 2.428, 4.533], [-0.364, -0.401, -1.919], [3.447, -0.818, 1.076], [-0.457, -0.526, -2.898], [-3.861, -0.531, 0.826], [-0.042, 0.335, -0.806], [-0.228, -0.276, 0.065], [0.113, 0.098, 0.526], [-0.027, 0.012, -0.300], [-0.151, -0.679, 0.270], [0.406, -0.242, 0.611], [-0.392, 0.053, 0.450], [-0.186, -0.301, -0.192], [0.365, 0.236, -0.517], [-0.062, -0.127, 0.251], [-0.016, 0.347, 0.249], [0.010, -0.324, 0.277], [-0.244, 0.507, -0.665], [-1.326, 0.908, -0.095], [0.588, -1.268, 0.398], [0.485, 0.259, -0.936], [0.310, -1.080, -0.838], [0.973, 2.618, 0.181], [-1.907, -2.179, 1.626], [2.070, 1.505, -0.965], [0.378, -0.551, 0.161], [-0.005, -0.214, -0.234], [0.317, -0.162, 0.035], [-0.538, -1.041, 0.401], [-0.319, 0.255, -0.092], [0.244, 0.307, -0.336], [0.005, 0.262, 0.072], [0.081, 0.193, 0.042], [0.282, -0.331, 0.597], [-0.823, -0.304, 0.769], [-0.387, 0.156, -0.271], [0.122, 0.309, 0.658], [-0.315, -1.013, 1.081], [4.022, -0.862, -1.279], [1.016, -1.108, -1.356], [0.416, 0.460, 0.670], [-4.681, -0.472, 3.150], [-0.886, 2.231, 0.230], [-0.129, -0.402, -0.813], [0.042, 0.065, 0.026], [0.160, 0.147, -0.366], [-0.248, 0.090, -0.327], [0.041, -0.142, -0.522], [-0.420, 0.384, -0.448], [0.304, 0.290, -0.130], [0.048, -0.048, -0.388], [-0.449, -0.117, 0.172], [1.040, 0.089, -0.076], [0.159, 0.142, -0.169], [-0.294, -0.074, -0.110], [0.073, -0.785, -0.499], [-1.720, 0.678, -0.169], [3.962, -0.540, 0.316], [2.047, 1.678, -2.696], [-0.602, 0.609, 2.265], [-4.088, 0.843, 0.212], [-1.487, -2.030, 0.582], [1.038, -0.283, -0.468], [0.231, 0.657, -0.107], [0.279, 0.083, 0.043], [-0.122, -0.026, 0.534], [0.540, -0.439, 0.288], [0.369, -0.195, -0.227], [0.155, -0.123, -0.324], [0.470, 0.201, 0.058], [-0.189, -0.045, 0.127], [-0.701, 0.165, -0.232], [0.212, 0.060, 0.095], [-0.478, -0.558, 0.148]]}